This record from the Open Molecules 2025 dataset describes a structure of composition C49H42Br4N5O5S2SbSiTi. The level of theory is ωB97M-V/def2-TZVPD.

Each line ends with the Löwdin spin population.
Positions of all 110 atoms, in Å:
Ti -1.33760 -0.61946 0.21649  0.873
N 1.87850 -5.74026 4.70569  0.000
C 1.00040 -4.68516 4.50159  0.000
C 0.56470 -3.91926 5.58109  0.000
C -0.38600 -2.93226 5.39829  0.000
C -0.89170 -2.67686 4.13749  0.001
C -0.48840 -3.44806 3.06449  0.000
C 0.46530 -4.43346 3.23819  0.000
S -2.25630 -1.50836 3.97029  0.003
O -3.41260 -2.35206 4.17309  0.001
O -2.05940 -0.48116 4.97359  0.000
N -2.11540 -0.95616 2.44289  0.011
C -3.28560 -0.77116 1.82369  0.014
N -4.40160 -0.51336 2.48049  0.001
C -5.54770 -0.58326 1.79399  0.020
C -5.58640 -0.98076 0.46619  0.000
C -4.36940 -1.12336 -0.17531  0.026
N -3.21030 -0.89906 0.46209  0.004
H 2.47440 -5.65536 5.51459  0.000
H 2.34980 -6.07966 3.87979  0.000
H 0.98010 -4.10676 6.56099  0.000
H -0.75730 -2.34876 6.22579  0.000
H -0.94640 -3.27026 2.10079  0.000
H 0.80170 -5.03026 2.40249  0.000
H -6.43880 -0.34936 2.36109  0.001
H -6.51620 -1.14996 -0.05621  0.000
H -4.28350 -1.40656 -1.21671  0.008
Br 1.53910 -6.48886 -1.95181  0.001
C 1.34280 -4.72626 -1.30651  0.004
C 2.42110 -3.86896 -1.26741  0.000
Br 4.13540 -4.49836 -1.73931  0.000
C 2.24630 -2.54396 -0.86931  0.005
Br 3.76880 -1.44316 -0.58421  0.001
C 0.98600 -2.03746 -0.56401  0.000
O 0.70420 -0.79966 -0.27611  0.028
C -0.10090 -2.96616 -0.46531  0.004
O -1.19870 -2.52676 0.06219  0.014
C 0.09960 -4.28016 -0.86301  0.002
Br -1.37210 -5.46006 -0.67921  0.002
C -4.25560 2.82484 0.52619  0.002
Si -3.05740 2.11664 -0.81071  0.004
C -2.53640 3.53444 -2.04221  0.003
C -4.30150 1.24134 -1.99281  0.001
N -1.69920 1.44354 0.05619  0.030
C -0.95330 2.28514 0.82599  0.009
C -1.04970 3.69394 0.81519  0.001
C -0.19650 4.51604 1.51949  0.000
C 0.81620 3.98464 2.29759  0.001
C 0.91240 2.60824 2.38559  0.000
C 0.03210 1.78004 1.71349  0.002
O 0.13980 0.39584 1.83149  0.007
C 0.74100 -0.07546 2.97199  0.001
C 1.69850 -1.07696 2.84839  0.000
C 2.33950 -1.56366 3.97089  0.000
C 2.02930 -1.06236 5.22239  0.000
C 1.07090 -0.06826 5.34689  0.000
C 0.42770 0.42914 4.23299  0.000
H -5.13790 3.26644 0.07299  0.000
H -3.79090 3.57254 1.15949  0.000
H -4.58240 2.01594 1.17429  0.000
H -3.27930 4.32954 -2.02611  0.000
H -2.48450 3.15804 -3.06191  0.000
H -1.57190 3.97714 -1.81521  0.002
H -4.56980 1.92754 -2.79161  0.000
H -5.21300 0.97794 -1.47031  0.000
H -3.89630 0.35424 -2.46011  0.003
H -1.83220 4.15154 0.23829  0.000
H -0.32760 5.58834 1.45459  0.000
H 1.50490 4.61304 2.84399  0.000
H 1.69060 2.16524 2.99359  0.000
H 1.94730 -1.45896 1.87049  0.000
H 3.08540 -2.33666 3.85989  0.000
H 2.51840 -1.44916 6.10519  0.000
H 0.80540 0.31784 6.32009  0.000
H -0.32040 1.20084 4.32169  0.000
S -1.60640 -0.71006 -2.22111  0.373
Sb 0.38000 0.91594 -2.36561  0.240
C 1.59480 -0.62856 -3.35981  -0.011
C 2.96470 -0.46726 -3.52181  0.002
C 3.73290 -1.47026 -4.09441  0.000
C 3.13400 -2.63506 -4.54331  0.001
C 1.76170 -2.78566 -4.42441  0.000
C 1.00010 -1.79226 -3.83031  0.000
C 2.24290 2.07354 -1.63661  0.192
C 2.83700 3.10184 -2.35321  0.027
C 3.76080 3.93694 -1.74631  0.008
C 4.09090 3.76424 -0.41251  0.001
C 3.50200 2.73924 0.30779  0.004
C 2.58190 1.90544 -0.30271  0.017
C 0.31880 2.01854 -4.26461  0.035
C 0.42590 1.42534 -5.51051  0.005
C 0.45800 2.19794 -6.66051  0.002
C 0.37730 3.57734 -6.57661  0.000
C 0.25430 4.17664 -5.33411  0.000
C 0.22610 3.39824 -4.19211  0.003
H 3.43910 0.43764 -3.16101  0.001
H 4.80660 -1.35216 -4.16461  0.000
H 3.73400 -3.42736 -4.97261  0.000
H 1.28640 -3.68926 -4.78491  0.000
H -0.06930 -1.92116 -3.70091  0.002
H 2.58470 3.24534 -3.39471  0.003
H 4.21730 4.73254 -2.32251  0.001
H 4.80200 4.42624 0.06549  0.000
H 3.74750 2.60064 1.35109  0.001
H 2.12180 1.10594 0.25929  0.001
H 0.49700 0.34814 -5.58161  0.001
H 0.55370 1.72504 -7.63011  0.000
H 0.41050 4.18694 -7.47141  0.000
H 0.18570 5.25364 -5.25871  0.000
H 0.14610 3.86714 -3.22161  0.001

Summary:
Net charge   -2
Energy above the lowest of the compared OMol25 structures with the same formula, charge and spin   26.81 kcal/mol
Spin multiplicity   3
E   -408558.5056 eV
HOMO energy (alpha / beta)   -1.496 / -2.381 eV
Kohn-Sham gap (alpha / beta)   5.32 / 6.20 eV

***

This record from the Open Molecules 2025 dataset describes an isolated molecule of C3H3FOS. The level of theory is ωB97M-V/def2-TZVPD.

Each line ends with the natural charge from an NBO analysis.
Positions of all 9 atoms, in Å:
C -0.15429 -1.40555 0.57551  -0.387
C 0.39600 -0.29179 0.10702  0.261
F 1.67499 0.25113 0.45897  -0.357
C -0.45126 0.78723 -0.60763  0.197
O 0.15779 1.98818 -0.67239  -0.627
S -2.02481 0.58263 -1.23207  -0.101
H -1.15524 -1.77518 0.24388  0.272
H 0.41437 -1.89948 1.52861  0.239
H 1.14246 1.76285 -0.40189  0.502

Summary:
SMILES   C=C(F)C(O)=S
Energy above the lowest of the compared OMol25 structures with the same formula, charge and spin   28.93 kcal/mol
Spin multiplicity   1
E   -18757.7862 eV
HOMO energy   -9.063 eV
Kohn-Sham gap   8.39 eV